1.
# C33H68B2BrN3O18PS

4 unconnected molecules or ions with the total composition C33H68B2BrN3O18PS (ωB97M-V/def2-TZVPD, the OMol25 dataset).

The spin multiplicity is 1. The frontier orbital gap is 6.2 eV. The net charge is -1. For the HOMO energy, the calculation gives -4.2 eV. For the LUMO energy, the calculation gives 1.92 eV.

Each line ends with the Mulliken charge.
Geometry (Å):
1 C 2.195 -3.348 3.468  -0.6238
2 C 0.754 -3.527 4.118  -0.3887
3 N -0.285 -3.629 3.076  0.2749
4 C -0.908 -2.360 2.717  0.6786
5 C -0.026 -1.088 2.497  -0.3301
6 C 0.320 -0.297 3.835  -1.4371
7 O -1.996 -1.970 3.576  -0.9836
8 B -3.064 -1.268 2.814  -0.2224
9 C -4.632 -1.724 3.109  -0.4349
10 C -5.648 -1.352 2.009  0.4656
11 O -6.620 -0.712 2.308  -0.6142
12 O -5.496 -1.682 0.643  -0.2632
13 C -5.401 -0.561 -0.181  0.4523
14 C -4.207 0.410 -0.186  0.0232
15 O -6.298 -0.364 -0.950  -0.5936
16 P -2.934 0.617 3.346  -0.0330
17 O -4.430 1.405 3.175  -0.4808
18 Br -2.656 0.495 5.623  -0.3970
19 O -2.675 -1.607 1.429  0.5427
20 C -1.809 -2.771 1.423  0.1944
21 C -2.704 -4.048 1.562  -0.9639
22 C -2.517 -5.129 0.444  -0.7414
23 S -0.923 -6.076 0.542  -0.3302
24 C -1.000 -6.862 2.147  0.6318
25 N -1.874 -7.697 2.693  -0.3584
26 N -1.429 -7.926 3.960  -0.5054
27 C -0.313 -7.251 4.150  0.0446
28 O 0.006 -6.567 3.012  -0.1439
29 B -0.988 -2.517 0.049  0.5880
30 O -1.659 -1.936 -1.064  -0.5702
31 O 0.373 -2.856 -0.009  -0.4504
32 C 0.755 -3.410 -1.283  -0.9900
33 H 2.518 -2.281 3.508  -0.0979
34 H 2.916 -4.051 3.943  0.3812
35 H 2.181 -3.615 2.378  0.1495
36 H 0.790 -4.526 4.632  0.2471
37 H 0.535 -2.780 4.906  0.3903
38 H 0.097 -4.116 2.269  0.0223
39 H 0.933 -1.372 1.990  0.4413
40 H -0.508 -0.328 1.829  0.1992
41 H 1.434 -0.228 3.879  0.0588
42 H -0.078 0.744 3.751  0.3066
43 H -0.118 -0.762 4.741  0.4226
44 H -4.986 -1.245 4.057  0.4740
45 H -4.657 -2.827 3.300  0.4334
46 H -3.250 -0.059 -0.517  -0.1248
47 H -4.017 0.836 0.826  -0.1181
48 H -4.376 1.279 -0.866  0.3736
49 H -4.927 1.290 4.006  0.3568
50 H -2.589 -4.568 2.548  0.4391
51 H -3.781 -3.746 1.525  0.1013
52 H -3.316 -5.898 0.612  0.5928
53 H -2.692 -4.755 -0.594  0.3510
54 H 0.314 -7.181 5.055  0.3877
55 H -2.151 -2.646 -1.507  0.2609
56 H 0.229 -4.369 -1.499  0.1719
57 H 0.614 -2.626 -2.059  0.3962
58 H 1.843 -3.663 -1.202  0.3225
59 C 6.671 3.572 2.287  -0.8076
60 O 5.930 2.523 1.706  -0.2335
61 C 5.385 1.638 2.676  -0.8267
62 C 4.132 0.961 2.146  0.0875
63 O 2.981 1.796 2.155  -0.4295
64 C 2.944 2.847 1.195  -0.3337
65 C 2.721 2.359 -0.228  -0.3914
66 O 3.924 1.818 -0.762  -0.2889
67 C 3.686 0.823 -1.733  -0.5937
68 H 7.560 3.182 2.796  0.3253
69 H 6.983 4.247 1.490  0.2345
70 H 6.052 4.138 2.992  0.3419
71 H 5.139 2.180 3.597  0.3738
72 H 6.145 0.877 2.897  0.3857
73 H 3.890 0.135 2.821  0.1276
74 H 4.294 0.524 1.160  0.1727
75 H 3.824 3.485 1.276  0.1365
76 H 2.084 3.461 1.476  0.4346
77 H 2.429 3.204 -0.865  0.3498
78 H 1.924 1.609 -0.234  0.2291
79 H 3.070 0.017 -1.320  0.1337
80 H 4.648 0.402 -2.027  0.2702
81 H 3.198 1.253 -2.615  0.3286
82 C 2.491 7.083 -0.558  -0.8395
83 O 1.513 7.146 0.458  -0.1986
84 C 1.745 8.198 1.382  -0.6174
85 C 0.440 8.644 2.018  -0.3357
86 O -0.365 9.461 1.173  -0.4853
87 C -0.999 8.810 0.073  -0.3019
88 C -2.148 7.902 0.479  -0.6026
89 O -1.652 6.679 1.002  -0.1898
90 C -2.532 6.088 1.939  -0.8335
91 H 3.468 6.829 -0.133  0.3096
92 H 2.194 6.308 -1.265  0.2298
93 H 2.548 8.035 -1.099  0.3785
94 H 2.216 9.053 0.883  0.3700
95 H 2.419 7.818 2.160  0.3920
96 H 0.688 9.277 2.875  0.4089
97 H -0.130 7.799 2.406  0.1250
98 H -0.272 8.289 -0.549  0.0990
99 H -1.414 9.619 -0.535  0.4000
100 H -2.753 7.663 -0.406  0.3968
101 H -2.773 8.414 1.217  0.3662
102 H -2.745 6.780 2.761  0.3307
103 H -2.043 5.206 2.352  0.2559
104 H -3.466 5.785 1.454  0.3344
105 C 1.826 -4.340 -4.752  -0.7704
106 O 1.069 -3.401 -5.484  -0.2092
107 C 1.859 -2.648 -6.391  -0.6047
108 C 1.016 -2.161 -7.557  -0.3543
109 O 0.731 -3.169 -8.523  -0.4862
110 C -0.197 -4.181 -8.137  -0.3027
111 C -1.633 -3.695 -8.058  -0.6062
112 O -1.842 -2.954 -6.864  -0.1839
113 C -2.859 -1.982 -6.996  -0.8125
114 H 2.540 -3.830 -4.097  0.3067
115 H 1.139 -4.929 -4.144  0.1792
116 H 2.354 -5.022 -5.429  0.3907
117 H 2.689 -3.253 -6.774  0.3802
118 H 2.262 -1.784 -5.847  0.3847
119 H 1.596 -1.406 -8.094  0.4091
120 H 0.102 -1.672 -7.218  0.1267
121 H 0.116 -4.671 -7.215  0.1016
122 H -0.144 -4.933 -8.929  0.3997
123 H -2.310 -4.558 -8.034  0.3897
124 H -1.859 -3.083 -8.937  0.3647
125 H -2.635 -1.296 -7.820  0.3377
126 H -2.896 -1.406 -6.072  0.2348
127 H -3.831 -2.460 -7.160  0.3263

2.
# C34H44F24O20S

A molecular structure, C34H44F24O20S (ωB97M-V/def2-TZVPD, the OMol25 dataset).

The spin multiplicity is 1. Its relative energy (zero: lowest compared OMol25 entry of this formula, charge and spin) is 597.39 kcal/mol. The frontier orbital gap is 9.6 eV. For the HOMO energy, the calculation gives -10.2 eV. For the LUMO energy, the calculation gives -0.63 eV.

Each line ends with the Mulliken charge.
Geometry (Å):
1 C 10.793 18.465 -7.507  -0.9641
2 C 10.383 17.007 -7.620  1.1358
3 O 10.321 16.699 -8.982  -0.4360
4 C 11.352 15.968 -9.599  0.2537
5 O 12.297 15.608 -8.990  -0.3597
6 C 11.105 15.706 -11.088  0.5421
7 F 10.025 16.404 -11.518  -0.2781
8 F 12.199 16.243 -11.738  -0.2592
9 F 10.923 14.359 -11.318  -0.1481
10 H 10.085 19.177 -7.931  0.3533
11 H 11.682 18.681 -8.099  0.2713
12 H 10.928 18.699 -6.451  -0.1715
13 H 9.414 16.884 -7.136  -0.0509
14 H 10.982 16.228 -7.148  0.1142
15 C 9.420 12.827 -7.234  -0.5565
16 C 9.350 14.327 -7.490  0.3944
17 O 9.208 15.104 -6.288  -0.3318
18 C 10.287 15.467 -5.569  -0.9164
19 O 11.468 15.357 -5.956  -0.6935
20 C 9.837 16.294 -4.368  0.2045
21 F 8.477 16.142 -4.136  -0.0398
22 F 10.545 15.939 -3.265  0.6204
23 F 9.898 17.582 -4.665  -0.6513
24 H 9.548 12.150 -8.079  0.4045
25 H 8.537 12.511 -6.679  -0.3395
26 H 10.172 12.556 -6.494  -0.0215
27 H 8.379 14.497 -7.955  0.5212
28 H 10.074 14.696 -8.217  0.5501
29 C 6.062 11.794 -7.810  -0.6018
30 C 6.236 11.822 -9.346  -0.3877
31 O 7.526 11.850 -9.867  -0.2757
32 C 8.270 13.003 -9.934  0.1577
33 O 7.917 14.127 -9.471  -0.6951
34 C 9.643 12.766 -10.649  1.4591
35 F 9.937 11.451 -10.799  -0.2437
36 F 9.565 13.327 -11.876  -0.3013
37 F 10.565 13.344 -9.902  -0.4177
38 H 5.052 11.397 -7.707  0.5788
39 H 6.132 12.666 -7.160  0.6589
40 H 6.712 10.975 -7.501  0.1768
41 H 5.597 12.499 -9.913  0.3588
42 H 5.981 10.808 -9.656  0.3274
43 C 13.299 15.839 -6.147  0.8589
44 C 14.599 16.511 -6.366  -0.9066
45 O 14.927 16.501 -7.771  -0.3505
46 C 14.630 17.525 -8.612  0.5273
47 O 13.836 18.423 -8.311  -0.6375
48 C 15.196 17.449 -10.075  0.7859
49 F 14.874 16.261 -10.706  -0.2269
50 F 14.578 18.365 -10.828  -0.2420
51 F 16.524 17.571 -10.105  -0.2434
52 H 13.155 15.403 -5.159  -0.1818
53 H 12.909 15.120 -6.867  0.4005
54 H 12.590 16.662 -6.222  -0.0919
55 H 15.288 15.826 -5.871  0.3628
56 H 14.552 17.495 -5.898  0.2725
57 C 6.890 14.209 -5.834  0.7700
58 C 5.549 15.000 -5.647  -0.9409
59 O 4.519 14.179 -5.245  -0.2553
60 C 3.201 14.647 -5.388  0.2594
61 O 2.919 15.696 -5.995  -0.5485
62 C 2.153 13.673 -4.824  0.9469
63 F 2.689 12.767 -4.007  -0.2289
64 F 1.228 14.362 -4.204  -0.2381
65 F 1.616 13.101 -5.871  -0.2406
66 H 6.708 13.415 -6.559  -0.9952
67 H 7.117 13.844 -4.832  0.0739
68 H 7.772 14.751 -6.173  -0.0340
69 H 5.182 15.502 -6.542  0.4875
70 H 5.635 15.734 -4.846  0.5406
71 C 9.957 14.251 -1.830  -0.6199
72 C 10.120 15.679 -1.159  0.7809
73 O 9.005 15.934 -0.293  -0.3849
74 C 7.936 16.607 -0.701  0.2624
75 O 7.723 16.924 -1.917  -0.4613
76 C 6.855 16.736 0.424  0.7656
77 F 5.586 16.696 -0.175  -0.2409
78 F 6.961 15.825 1.340  -0.2337
79 F 7.045 17.864 0.969  -0.2427
80 H 9.540 13.484 -1.178  0.5907
81 H 10.943 13.938 -2.175  0.0441
82 H 9.256 14.151 -2.658  -0.1101
83 H 10.281 16.343 -2.008  0.0483
84 H 11.064 15.741 -0.616  0.3067
85 C 10.204 20.721 -4.346  -1.4836
86 C 9.199 19.635 -4.119  0.8594
87 O 7.829 20.013 -4.280  -0.2883
88 C 7.095 20.074 -5.475  0.4961
89 O 7.591 19.646 -6.526  -0.5206
90 C 5.668 20.684 -5.296  0.7704
91 F 5.459 21.081 -4.050  -0.2411
92 F 5.572 21.820 -6.078  -0.2608
93 F 4.712 19.837 -5.560  -0.2139
94 H 10.431 20.788 -5.410  0.3157
95 H 11.119 20.463 -3.812  0.3961
96 H 9.974 21.732 -4.010  0.3773
97 H 9.379 19.308 -3.095  -0.0152
98 H 9.386 18.827 -4.826  0.1314
99 C 12.611 15.806 -1.348  -1.7695
100 C 13.029 15.863 -2.789  -0.5279
101 O 12.412 14.845 -3.535  0.4893
102 C 13.173 13.897 -4.252  -0.3788
103 O 14.397 13.989 -4.424  -0.5681
104 C 12.347 12.744 -4.901  1.5925
105 F 12.930 11.651 -4.387  -0.2999
106 F 11.040 12.728 -4.613  -0.4770
107 F 12.572 12.713 -6.218  -0.2857
108 H 13.116 16.549 -0.731  0.4808
109 H 12.690 14.762 -1.046  0.3985
110 H 11.533 15.934 -1.447  -0.1989
111 H 14.115 15.894 -2.881  0.5353
112 H 12.790 16.836 -3.217  0.1743
113 C 12.162 9.491 -5.771  -0.6376
114 C 11.062 10.261 -5.162  -0.2428
115 O 10.347 10.970 -6.156  -0.4836
116 S 10.828 10.499 -7.705  1.5016
117 O 11.002 11.636 -8.619  -0.1918
118 O 10.074 9.332 -8.152  -0.7410
119 O 12.301 10.021 -7.081  -0.4396
120 H 11.851 8.461 -5.948  0.3330
121 H 13.085 9.539 -5.193  0.3728
122 H 11.445 10.940 -4.400  0.0820
123 H 10.382 9.599 -4.625  0.5878

3.
# C5H6BrCl

A single C5H6BrCl molecule (ωB97M-V/def2-TZVPD, the OMol25 dataset).

The spin multiplicity is 1. Its relative energy (zero: lowest compared OMol25 entry of this formula, charge and spin) is 21.80 kcal/mol. The frontier orbital gap is 10.6 eV. The SMILES is Cl[C@@H]1[C@@H](Br)C12CC2. For the HOMO energy, the calculation gives -9.8 eV. For the LUMO energy, the calculation gives 0.74 eV.

Each line ends with the Mulliken charge.
Geometry (Å):
1 C 0.882 -0.117 0.674  -0.6659
2 C 0.497 -0.820 -0.564  -0.4810
3 C -0.979 1.511 -0.639  -0.0326
4 C -1.697 0.700 0.351  -0.4354
5 C -0.345 0.252 -0.069  0.4125
6 Cl -0.382 3.096 0.010  -0.2110
7 Br -3.306 -0.378 0.039  -0.1886
8 H 0.880 -0.709 1.528  0.2311
9 H 1.689 0.681 0.881  0.1903
10 H 1.048 -0.730 -1.482  0.2289
11 H 0.162 -1.805 -0.533  0.2181
12 H -1.090 1.406 -1.678  0.3818
13 H -1.974 1.089 1.307  0.3518